ORCA calculation (ωB97M-V/def2-TZVPD) on a molecular structure, C34H49AsN5O5S2Ti.

* E_HOMO (alpha / beta): -8.34 / -10.63 eV
* E_LUMO (alpha / beta): -0.1030 / -0.1034 Ha
* energy: -159355.7998 eV

```
! wB97M-V def2-TZVPD RIJCOSX def2/J DEFGRID3
* xyz 1 3
As 1.017 2.043 3.966
Ti -1.159 1.375 0.791
S 0.919 1.504 1.535
S -1.077 0.671 -1.422
O 1.739 -4.006 -1.473
O -2.558 2.704 0.869
O 1.485 -4.333 -4.375
O 4.148 -3.472 -5.237
O 3.393 -1.998 -2.572
N -0.944 3.332 -0.656
N -0.998 -6.144 3.464
N -1.907 -0.259 1.753
N -1.082 2.868 -2.982
N -0.600 -4.897 5.375
C -0.491 -5.976 4.675
C -3.010 2.148 -4.389
C -1.538 -1.438 5.299
C -3.569 -0.861 3.906
C 1.762 -5.280 -2.072
C 4.209 -1.551 -3.652
C -1.057 -2.644 5.627
C 2.310 3.480 4.143
C -1.121 2.446 -1.706
C -3.248 -0.077 1.685
C 3.243 -4.151 -6.095
C -0.742 4.323 -3.212
C -2.806 5.321 1.858
C -1.947 -3.993 3.648
C -1.077 6.081 0.371
C -0.679 2.426 4.772
C -1.342 7.409 0.792
C -1.511 2.080 -4.126
C -4.141 -0.347 2.741
C -1.749 -5.154 2.924
C 0.324 4.520 -4.307
C -1.855 3.626 0.335
C 3.792 -2.062 -5.021
C -2.362 7.674 1.652
C -2.189 -0.976 4.065
C 3.912 -3.168 -1.978
C 2.955 -3.560 -0.923
C 1.756 0.397 4.682
C 0.946 -5.283 -3.371
C -3.150 6.570 2.156
C -1.932 5.031 0.806
C 2.223 -5.044 -5.418
C -1.436 -0.750 2.926
C -1.241 -3.840 4.872
H 2.988 3.666 3.279
H 1.143 3.833 -4.105
H -0.046 -6.889 5.118
H -1.129 1.041 -3.991
H -0.670 8.189 0.436
H -5.219 -0.246 2.567
H 2.684 -3.356 -6.659
H -0.161 5.844 -0.162
H 4.105 -3.918 -2.782
H -0.411 4.768 -2.265
H -3.662 0.084 0.719
H 1.599 -5.472 -6.239
H 2.835 -5.866 -4.933
H 0.820 5.503 -4.290
H 4.288 -1.493 -5.841
H 2.555 0.099 4.007
H -0.543 -2.867 6.571
H 1.280 -6.053 -1.459
H 2.319 0.771 5.584
H -2.592 8.711 1.927
H -4.200 -1.155 4.705
H -0.062 -4.880 -3.157
H -1.030 2.446 -5.068
H 0.995 -0.338 5.030
H -1.422 1.727 4.439
H -2.605 -3.233 3.240
H 4.063 -0.441 -3.768
H 2.624 -2.705 -0.266
H -0.369 -1.070 2.914
H -0.111 4.302 -5.315
H 1.809 4.344 4.468
H -3.919 6.826 2.873
H -2.101 -5.304 1.954
H 5.269 -1.696 -3.397
H 0.863 -6.286 -3.804
H 3.436 -4.312 -0.272
H 3.018 3.298 5.035
H -3.535 1.721 -3.534
H -3.337 4.464 2.279
H -1.492 -0.715 6.074
H -3.351 3.172 -4.631
H 2.786 -5.689 -2.271
H 2.687 -2.027 -5.073
H -1.040 3.453 4.506
H -1.677 4.861 -3.433
H 4.917 -2.971 -1.542
H -3.292 1.464 -5.241
H -0.501 2.396 5.873
H 3.776 -4.762 -6.799
*
```

ORCA calculation (ωB97M-V/def2-TZVPD) on C8H11NO3S in the gas phase.

* E_HOMO: -9.61 eV
* SMILES: NS(=O)(=O)OCCc1ccccc1
* E_LUMO: 0.0264 Ha
* energy: -26941.4412 eV

```
! wB97M-V def2-TZVPD RIJCOSX def2/J DEFGRID3
* xyz 0 1
S 2.440 -0.710 -0.099
O 3.767 -1.095 -0.537
O 2.071 0.750 -0.662
O 2.245 -0.633 1.313
N 1.231 -1.716 -0.727
C 1.558 1.764 0.250
C 0.109 2.064 -0.070
C -2.315 -0.693 -1.093
C -1.512 0.381 -1.165
C -2.383 -1.434 0.140
C -0.907 0.150 1.140
C -0.800 0.828 -0.021
C -1.704 -1.032 1.234
H -2.921 -1.123 -1.885
H -0.314 0.528 1.992
H -1.408 0.926 -2.126
H -0.397 2.692 0.656
H -1.668 -1.595 2.158
H -3.040 -2.346 0.159
H 0.454 -1.621 -0.097
H -0.011 2.526 -1.094
H 2.218 2.600 0.111
H 1.765 1.474 1.231
H 1.523 -2.687 -0.807
*
```

ORCA calculation (ωB97M-V/def2-TZVPD) on C4H9NO2 in the gas phase.

* E_HOMO: -9.76 eV
* SMILES: C[C@@H](CO)NC=O
* E_LUMO: 0.0299 Ha
* energy: -9878.8433 eV

```
! wB97M-V def2-TZVPD RIJCOSX def2/J DEFGRID3
* xyz 0 1
O -0.643 -2.031 1.103
O 2.253 -0.929 0.699
N 1.022 0.341 -0.714
C -0.151 0.201 0.145
C -1.116 1.343 -0.122
C 2.191 -0.202 -0.274
C -0.828 -1.176 -0.006
H -1.365 1.330 -1.184
H -0.453 -1.516 1.898
H 3.079 0.073 -0.872
H 0.177 0.251 1.186
H -0.417 -1.683 -0.888
H -1.903 -1.013 -0.190
H -0.713 2.331 0.129
H 1.052 1.111 -1.372
H -2.048 1.209 0.435
*
```

ORCA calculation (ωB97M-V/def2-TZVPD) on C6H7BN2O3 in the gas phase.

* E_HOMO: -8.49 eV
* SMILES: C=c1cno/c1=C/C=N/B(O)O
* E_LUMO: -0.0146 Ha
* energy: -16133.8625 eV

```
! wB97M-V def2-TZVPD RIJCOSX def2/J DEFGRID3
* xyz 0 1
O 3.007 0.820 0.707
O -2.891 -0.782 -0.827
O 3.511 -0.302 -1.387
N -3.731 0.277 -0.565
N 1.493 -0.761 -0.243
C 0.653 -1.640 -0.043
C -1.637 -0.535 -0.316
C -0.710 -1.484 -0.575
C -3.081 1.144 0.043
C -1.712 0.702 0.421
C -0.895 1.362 1.221
B 2.711 -0.109 -0.283
H -1.037 2.277 1.702
H 0.033 0.939 1.173
H -3.707 2.018 0.311
H 4.400 0.117 -1.489
H 3.896 1.081 0.707
H 0.777 -2.638 0.374
H -1.081 -2.485 -0.931
*
```

ORCA calculation (ωB97M-V/def2-TZVPD) on C21H19ClN6O3S in the gas phase.

* E_HOMO: -8.21 eV
* SMILES: CCn1c(SCC(=O)N/N=C/C=C/c2ccccc2[N+](=O)[O-])nnc1-c1ccc(Cl)cc1
* E_LUMO: -0.0226 Ha
* energy: -60522.5743 eV

```
! wB97M-V def2-TZVPD RIJCOSX def2/J DEFGRID3
* xyz 0 1
Cl -1.611 4.543 1.441
S 3.374 -3.668 0.640
O -1.194 1.577 -4.285
O -0.040 1.365 -2.483
O 1.791 -4.411 -2.218
N 0.400 -1.762 2.110
N -0.317 -2.832 -1.341
N 2.265 -1.197 1.106
N 0.266 -3.810 -0.630
N -1.066 1.611 -3.082
N 1.085 -2.886 1.878
C 2.198 -2.550 1.276
C 4.568 -0.539 1.589
C -2.125 0.147 -0.656
C 2.238 -4.992 0.069
C 3.406 -0.477 0.602
C 1.421 -4.408 -1.074
C 0.545 0.601 1.623
C -2.797 3.235 -2.750
C -2.615 1.425 -1.130
C -4.183 3.252 -0.804
C -3.608 2.070 -0.384
C 0.015 2.636 0.455
C 1.090 -0.747 1.650
C -0.237 1.026 2.697
C -0.891 2.241 2.653
C 0.660 1.415 0.498
C -1.598 -0.856 -1.377
C -1.095 -2.029 -0.727
C -3.791 3.833 -2.001
C -0.763 3.041 1.527
C -2.198 2.061 -2.309
H -4.942 3.723 -0.199
H -1.319 -2.148 0.340
H 2.892 -5.782 -0.294
H -4.245 4.750 -2.340
H 0.052 -3.861 0.375
H 4.878 -1.570 1.748
H 1.646 -5.322 0.919
H 3.112 0.560 0.437
H -1.503 2.565 3.479
H -0.339 0.381 3.555
H 4.279 -0.107 2.545
H -3.934 1.613 0.538
H 5.410 0.020 1.193
H -1.471 -0.820 -2.448
H -2.245 -0.006 0.410
H -2.453 3.678 -3.673
H 3.698 -0.929 -0.350
H 1.191 1.084 -0.380
H 0.101 3.258 -0.422
*
```

ORCA calculation (ωB97M-V/def2-TZVPD) on a molecular structure, C5H9NO2.

* E_HOMO: -9.40 eV
* E_LUMO: 0.0317 Ha
* energy: -10912.0640 eV

```
! wB97M-V def2-TZVPD RIJCOSX def2/J DEFGRID3
* xyz 0 1
O -0.750 1.853 0.218
O 1.739 -0.478 -0.719
N -1.769 -0.750 0.108
C 0.945 -0.091 1.230
C 0.600 -1.066 0.007
C 1.339 0.776 -0.082
C 0.062 1.106 -0.746
C -0.609 -0.329 -0.760
H 1.972 1.656 0.003
H -1.773 -1.311 0.847
H 1.906 -0.182 1.726
H -0.669 -0.998 -1.765
H 0.387 1.469 -1.835
H 0.109 0.203 1.788
H -1.617 1.381 0.273
H 0.655 -2.055 0.139
H -2.527 -1.182 -0.430
*
```